Molecular formula: C74H154N6O16S5
Method: DFT, ωB97M-V with the def2-TZVPD basis set

The HOMO-LUMO gap comes out at 7.978 eV. As for the HOMO energy: -7.99 eV. As for the SMILES: CC1(C)CCCC(C)(C)N1O.CC1(C)CCCC(C)(C)N1O.CC1(C)CCCC(C)(C)N1O.CC1(C)CCCC(C)(C)N1O.CC1(C)CCCC(C)(C)N1O.CC1(C)CCCC(C)(C)N1O.O=S1(=O)CCCC1.O=S1(=O)CCCC1.O=S1(=O)CCCC1.O=S1(=O)CCCC1.O=S1(=O)CCCC1. Its total charge is 0. Its LUMO energy is 0.0 eV.

XYZ file:
```
255
Properties=species:S:1:pos:R:3:forces:R:3
C 5.14697 34.54500 -3.15596 0.8 0.1 1.6
C 6.28501 35.10104 -2.18679 -1.5 1.6 1.6
C 7.50933 35.41943 -2.94883 1.0 -1.0 -1.8
C 5.74105 36.50194 -1.54904 -0.3 -1.3 -0.6
C 4.74989 36.25993 -0.42761 0.5 -0.3 1.2
C 5.32598 35.25170 0.59217 -1.1 -0.3 1.0
C 5.86328 33.90184 0.10972 -0.6 0.6 -1.1
C 6.72706 33.25755 1.17791 0.8 0.2 0.5
C 4.68492 32.90975 -0.18979 0.1 0.4 0.2
N 6.74003 34.25188 -1.02999 -0.5 -0.1 0.0
O 7.25703 33.03374 -1.54880 -0.1 -0.4 -0.8
H 5.43753 33.54465 -3.47687 -0.2 0.0 -0.1
H 4.22667 34.53423 -2.57196 -0.1 -0.4 -0.1
H 4.93719 35.18430 -4.01350 0.5 0.1 0.0
H 7.69686 34.55448 -3.58507 -0.2 0.1 -0.7
H 7.31821 36.29289 -3.57224 0.4 0.0 0.0
H 8.48160 35.41594 -2.45609 -0.4 0.8 0.8
H 6.56080 37.15101 -1.24112 0.3 -0.4 0.3
H 5.22763 37.08354 -2.31470 0.1 -0.2 -0.5
H 4.54749 37.16479 0.14542 0.4 0.3 0.0
H 3.72333 36.02085 -0.70529 0.2 -0.6 -0.7
H 4.52619 34.95110 1.26898 -0.3 0.2 0.2
H 6.02907 35.73549 1.27018 0.4 0.1 -0.4
H 6.17610 33.07418 2.10037 -0.2 -0.3 -0.2
H 7.56855 33.86490 1.51128 0.0 0.6 -0.3
H 7.23413 32.35809 0.82869 -0.6 -0.4 0.1
H 3.84680 33.36003 -0.72167 0.3 0.1 -0.3
H 4.23068 32.60133 0.75181 0.2 -0.1 0.2
H 5.01581 32.00735 -0.70389 0.1 0.2 -0.1
H 7.98064 32.80671 -0.96020 0.2 0.2 -0.1
C 19.20625 35.52019 1.90216 0.5 1.3 -1.0
C 19.85157 36.64585 0.98334 -1.1 0.2 -0.6
C 19.39199 36.49061 -0.53940 -0.5 -0.1 0.6
C 19.35620 38.07187 1.45005 -0.6 0.3 -1.8
C 20.08330 39.22748 0.64160 0.7 -1.3 1.7
C 21.58215 39.05951 0.94700 -1.3 0.2 -0.6
C 22.17348 37.69717 0.64218 0.9 -0.1 1.1
C 22.58598 37.61287 -0.80697 0.1 -1.1 -1.0
C 23.51935 37.66012 1.44160 -0.2 -1.0 -0.3
N 21.29007 36.60952 1.18267 0.1 2.5 0.3
O 21.84757 35.35095 1.03260 0.2 -0.6 -0.2
H 19.51616 35.73511 2.92484 -0.2 -0.1 0.1
H 18.12246 35.57641 1.80051 0.0 0.0 0.2
H 19.52383 34.51452 1.62675 0.1 0.2 -0.1
H 18.46772 37.01965 -0.77169 -0.1 0.5 0.5
H 20.10077 36.90831 -1.25445 0.2 -0.5 0.2
H 19.05329 35.48521 -0.78947 0.9 -0.4 0.0
H 18.30177 38.18250 1.19702 -0.2 -0.5 -0.2
H 19.31881 38.18795 2.53321 0.9 0.2 0.1
H 19.95501 39.23224 -0.44082 -0.5 -0.5 0.0
H 19.79991 40.22655 0.97273 -0.3 -0.1 0.2
H 21.72106 39.23122 2.01439 0.3 0.6 -0.1
H 22.03296 39.76393 0.24793 0.8 0.3 0.7
H 21.90216 38.09516 -1.50545 0.0 0.1 0.0
H 22.69083 36.57002 -1.10624 -0.3 -0.2 0.0
H 23.60324 37.96673 -0.97440 -0.2 0.6 0.1
H 24.01793 36.72217 1.19711 0.0 -0.2 0.2
H 23.38084 37.71101 2.52157 -0.1 0.0 0.0
H 24.24293 38.41092 1.12402 -0.4 0.4 0.0
H 21.92284 35.12519 1.96262 0.4 -0.6 0.0
C 11.66398 33.55992 8.96216 0.8 -0.2 -0.8
C 10.65828 34.23912 8.00862 -1.4 -1.0 1.3
C 9.33999 33.34665 7.95349 0.9 -0.1 -0.5
C 10.33582 35.58019 8.66864 -0.3 1.1 0.2
C 11.27546 36.74203 8.36199 0.3 -0.5 -1.8
C 11.39333 36.80756 6.76605 0.0 0.7 2.3
C 11.94689 35.52978 6.15645 0.6 0.8 2.2
C 11.91890 35.72354 4.65049 -0.1 -0.8 -0.6
C 13.45133 35.42742 6.61369 -0.2 -0.7 -0.2
N 11.06705 34.42072 6.63150 -0.1 2.7 -0.4
O 11.41557 33.25572 6.00597 0.6 -1.4 -0.6
H 12.05663 32.63752 8.53425 0.1 0.0 -0.1
H 12.49057 34.25943 9.08677 0.3 -0.1 0.1
H 11.28741 33.31446 9.95516 -0.4 0.2 -0.2
H 9.02825 32.89324 8.89442 0.2 0.4 0.3
H 8.48357 33.82784 7.48113 0.1 0.5 0.2
H 9.54976 32.49966 7.30025 0.2 -0.1 0.0
H 9.33124 35.89244 8.38331 -0.2 0.0 0.0
H 10.38136 35.50069 9.75479 -0.5 -0.6 0.1
H 10.94727 37.67934 8.81126 -0.5 0.0 -0.3
H 12.22792 36.59588 8.87146 0.3 -0.2 -0.4
H 12.04673 37.63753 6.49715 0.0 0.0 -0.2
H 10.38800 37.00219 6.39248 -0.1 0.1 -0.2
H 12.14461 36.73228 4.30464 0.3 0.1 0.5
H 10.93875 35.54459 4.20845 -0.2 -0.4 0.1
H 12.66531 35.05942 4.21469 -0.2 -0.1 -0.4
H 13.70245 35.78115 7.61365 -0.5 0.4 0.0
H 14.08133 35.96195 5.90269 0.1 0.0 0.0
H 13.78719 34.39187 6.66773 -0.1 -0.2 -0.5
H 10.94430 33.35791 5.17588 0.0 -0.6 -0.2
C 14.14061 23.60541 -5.46082 0.3 1.5 -0.3
C 14.65620 23.19345 -6.85876 -3.1 -1.5 0.6
C 15.82131 22.25395 -6.65476 1.3 -0.3 -1.0
C 13.38098 22.36527 -7.41559 1.7 -1.5 0.4
C 13.51504 22.05107 -8.89807 -0.7 -1.0 0.7
C 14.05449 23.18239 -9.70998 -2.3 -0.6 -1.8
C 15.18566 23.98139 -9.21691 0.9 0.3 -0.5
C 16.47254 23.22663 -9.64844 0.6 0.3 1.6
C 15.21981 25.31767 -9.96343 -0.3 1.1 -0.3
N 14.85023 24.27703 -7.82838 -0.6 0.3 0.6
O 15.67512 25.28034 -7.31805 1.4 -0.1 0.8
H 13.47239 22.90855 -4.95490 0.5 -0.7 -0.3
H 14.99193 23.82107 -4.81519 -0.2 0.3 0.2
H 13.48027 24.46752 -5.55474 0.3 0.5 0.0
H 15.85769 21.66665 -5.73722 -0.6 0.0 0.0
H 15.88670 21.60195 -7.52580 0.0 -0.4 0.2
H 16.78514 22.76252 -6.67616 0.0 0.5 0.1
H 13.39359 21.38150 -6.94639 1.0 -0.4 0.3
H 12.38785 22.52755 -6.99671 -0.1 1.8 -0.6
H 14.02528 21.10381 -9.07255 0.9 0.1 0.4
H 12.54269 21.71131 -9.25472 -0.4 0.6 -0.3
H 13.17314 23.80604 -9.85958 0.1 0.5 -0.2
H 14.30601 22.74570 -10.67647 0.0 0.3 -0.3
H 16.76908 23.54017 -10.64936 -0.1 -0.3 0.0
H 16.38586 22.14524 -9.54266 -0.2 0.0 -0.4
H 17.27747 23.49553 -8.96441 0.3 0.2 -0.1
H 15.32184 25.23641 -11.04559 -0.3 -0.6 0.0
H 16.01548 26.02171 -9.71983 0.4 -0.5 0.5
H 14.32103 25.90598 -9.77854 -0.3 -0.2 0.0
H 15.23444 26.12680 -7.42239 -0.5 -0.1 -0.1
C 18.71308 33.56677 -6.47198 -1.1 -0.1 0.8
C 19.95070 33.07316 -7.12289 0.5 -0.4 -1.5
C 19.55610 31.98646 -8.25640 1.1 -0.2 1.7
C 20.61848 34.35886 -7.75972 1.2 -1.3 -0.5
C 22.12439 34.06198 -8.14400 -0.8 0.7 -0.2
C 22.87311 33.57445 -6.92629 -0.3 0.3 -0.8
C 22.29032 32.32125 -6.30222 -1.1 0.1 -0.1
C 22.58412 31.15494 -7.21315 0.1 -1.4 -0.2
C 23.00784 32.07185 -5.01809 0.0 -0.6 1.6
N 20.82061 32.48449 -6.04146 2.2 4.2 -2.7
O 20.24276 31.51184 -5.32505 -1.0 -1.6 1.0
H 18.21770 32.73546 -5.97036 -0.2 0.1 0.2
H 18.97739 34.34012 -5.75075 -0.2 0.0 0.2
H 17.98010 33.97191 -7.16963 0.2 0.1 -0.2
H 20.27290 31.99884 -9.07746 -0.4 0.2 -0.3
H 19.70178 31.01746 -7.77898 0.3 -0.2 0.2
H 18.50929 31.87730 -8.53993 0.0 1.0 -0.3
H 19.97735 34.71867 -8.56447 0.1 -0.6 -0.6
H 20.54998 35.23620 -7.11654 0.4 -0.3 0.7
H 22.34251 33.38728 -8.97184 -1.0 -0.5 -0.1
H 22.68568 34.91654 -8.52189 -0.4 0.7 0.2
H 22.95281 34.44155 -6.27065 0.2 -0.3 0.5
H 23.84273 33.27985 -7.32773 0.4 0.2 0.5
H 23.60604 30.79844 -7.08395 0.2 0.2 0.0
H 22.45526 31.29783 -8.28604 -0.3 0.3 0.1
H 21.97107 30.31310 -6.89133 -0.2 -0.1 -0.2
H 22.70672 31.14807 -4.52408 -0.1 -0.4 -0.4
H 22.77675 32.78241 -4.22449 0.2 0.6 -0.3
H 24.07897 31.98718 -5.20146 0.0 0.3 0.1
H 19.87062 32.05852 -4.62919 -0.3 -0.7 0.6
C 21.86996 28.66098 7.86406 -1.6 0.4 -0.9
C 20.63651 28.69518 6.85895 1.0 -2.5 -0.7
C 20.88864 29.74211 5.73998 0.1 -0.5 0.5
C 20.60911 27.29118 6.05795 0.3 1.3 -1.7
C 19.90089 26.04202 6.53196 1.6 1.7 0.6
C 18.61742 26.48667 7.21563 0.4 -1.7 -0.4
C 18.63989 27.72886 8.16386 -1.9 -0.7 -1.1
C 17.10883 28.13604 8.19415 0.4 0.6 0.1
C 19.07617 27.32019 9.56631 0.2 -0.6 0.1
N 19.34522 28.86055 7.54387 0.1 -1.5 -2.3
O 19.45917 29.91078 8.40434 0.3 1.4 1.6
H 22.19181 29.69930 7.94409 0.2 -0.2 0.6
H 21.43570 28.25232 8.77648 0.7 0.2 0.3
H 22.68923 28.04297 7.49670 -0.1 0.0 0.0
H 21.16576 30.71152 6.15420 -0.3 0.1 -0.1
H 21.73013 29.39480 5.14052 0.3 0.0 0.2
H 20.08134 29.77275 5.00826 -0.3 0.3 0.4
H 20.21467 27.52709 5.06959 -1.0 0.3 0.0
H 21.59671 27.06166 5.65789 0.7 0.0 0.9
H 19.79688 25.35255 5.69417 -0.5 0.1 0.0
H 20.59289 25.52715 7.19840 -0.2 -0.1 0.5
H 18.44453 25.53751 7.72287 -1.0 0.4 1.0
H 17.84789 26.49178 6.44370 -0.2 0.7 0.1
H 16.72958 28.53518 7.25342 0.4 -0.4 -0.5
H 16.88483 28.97154 8.85739 0.2 -0.1 0.6
H 16.47652 27.29629 8.48242 0.1 0.0 0.1
H 19.63375 26.38490 9.51688 0.8 0.3 0.0
H 18.24624 26.97812 10.18465 -0.4 0.6 0.0
H 19.62047 28.12391 10.06213 0.0 -0.2 0.1
H 18.56892 30.25493 8.50735 -0.1 0.3 -0.2
O 12.55937 29.25513 -7.19707 -1.4 0.5 -0.4
S 11.12691 29.54506 -7.32233 1.0 -0.8 -0.3
O 10.63289 30.66300 -8.11305 0.5 -0.8 0.5
C 10.22275 28.00238 -7.82104 0.0 0.6 0.7
C 8.97023 28.09776 -6.92685 -0.2 0.5 0.3
C 9.38502 28.57500 -5.47778 0.3 -1.2 -1.9
C 10.42262 29.71154 -5.65490 -0.7 -0.6 0.2
H 10.85522 27.13358 -7.63862 0.1 0.2 0.7
H 10.04125 27.90912 -8.89177 -0.2 0.8 0.0
H 8.26597 28.83673 -7.30899 0.0 -0.2 -0.5
H 8.49547 27.11980 -6.84758 -0.2 0.1 -0.1
H 9.79439 27.61584 -5.16072 0.7 0.5 1.0
H 8.51119 28.76960 -4.85597 0.2 0.4 -0.1
H 11.19275 29.66274 -4.88508 0.1 0.2 -0.3
H 9.96026 30.69731 -5.70574 0.0 -0.1 0.3
O 20.04355 24.42423 -1.10775 1.8 1.8 -0.7
S 21.28248 25.23778 -1.02932 0.9 -2.4 1.9
O 21.31103 26.52606 -0.35858 -0.5 -0.3 -1.1
C 22.49056 24.14643 -0.03023 0.5 1.0 -0.7
C 23.23010 23.29487 -1.05013 -0.7 -1.3 -1.6
C 22.91793 23.69652 -2.54937 -0.8 1.1 0.0
C 22.39061 25.17640 -2.62862 -0.4 -1.3 1.5
H 22.05291 23.61229 0.81314 -0.7 -0.2 -0.6
H 23.17878 24.81172 0.49116 0.0 0.5 -0.4
H 24.30577 23.16841 -0.92747 -0.1 0.6 0.3
H 22.84359 22.27573 -1.05871 0.0 -0.1 0.6
H 22.12104 23.11241 -3.00970 -0.3 -0.3 0.7
H 23.72709 23.42412 -3.22698 0.5 0.8 0.2
H 21.73940 25.37171 -3.48060 0.2 0.1 0.1
H 23.16956 25.91725 -2.44840 -0.3 0.2 -0.1
O 13.07803 18.68868 -0.01892 1.1 -0.2 1.5
S 13.83236 18.58484 1.24146 -0.7 1.1 0.0
O 14.28231 17.30834 1.76033 0.1 0.3 -0.6
C 15.20476 19.85156 1.29016 -2.1 0.5 0.5
C 14.45688 21.04124 1.96544 1.6 0.4 -0.9
C 13.71135 20.55369 3.13283 -1.7 -0.2 1.2
C 12.84408 19.38139 2.63574 1.0 -1.1 -0.4
H 15.57430 20.12316 0.30134 0.2 -0.5 0.2
H 15.89869 19.50758 2.05713 0.4 -0.2 -0.6
H 15.22119 21.75660 2.26906 0.0 0.2 -0.1
H 13.70339 21.57783 1.38887 0.4 -0.2 -0.8
H 13.11404 21.40597 3.45682 -0.5 -0.2 0.2
H 14.29145 20.32246 4.02619 0.3 -0.5 -0.3
H 11.85446 19.55850 2.21457 0.1 0.5 0.2
H 12.81293 18.54097 3.32914 -0.3 0.2 0.1
O 12.92979 29.55501 0.14066 0.9 -1.9 0.3
S 13.74405 28.32626 0.28014 -0.5 1.2 -0.2
O 13.18779 27.01785 -0.01908 0.2 0.8 0.1
C 15.31334 28.67042 -0.59760 -0.8 -0.9 1.2
C 16.02729 29.45287 0.51184 -0.1 1.4 -1.3
C 15.95204 28.69227 1.85063 0.8 0.5 -1.7
C 14.49894 28.29464 1.96023 -0.2 -0.5 0.4
H 15.08525 29.13727 -1.55580 0.1 0.3 0.3
H 15.78964 27.70627 -0.77546 0.1 -0.1 0.0
H 16.93784 29.85731 0.06975 0.8 -0.7 0.7
H 15.49230 30.39432 0.63656 -0.5 0.1 0.1
H 16.29097 29.35362 2.64802 0.0 -0.3 0.1
H 16.57211 27.79956 1.76889 0.2 0.1 0.3
H 13.96353 28.95795 2.63953 -0.3 -0.1 -0.3
H 14.47785 27.26717 2.32349 -0.6 0.1 -0.1
O 6.31517 21.57168 0.88092 1.1 0.2 -0.6
S 7.29725 22.62566 0.63597 -2.4 -0.6 1.7
O 8.24880 22.90106 1.68690 0.5 -0.1 -0.8
C 8.01642 22.51069 -1.03719 -0.4 1.5 0.6
C 7.15490 23.59936 -1.70384 0.1 -0.3 -2.0
C 6.92240 24.79153 -0.81956 0.0 -0.2 1.0
C 6.26801 24.12977 0.40114 0.9 0.0 -0.8
H 7.93536 21.52836 -1.50254 0.0 0.1 0.4
H 9.03645 22.87917 -0.92823 0.1 -0.3 -0.1
H 7.56685 23.94929 -2.65039 0.3 -0.3 -0.1
H 6.19653 23.15723 -1.97614 -0.2 -0.1 0.1
H 6.25336 25.51487 -1.28568 0.2 0.0 0.0
H 7.88370 25.24987 -0.58732 -0.1 0.3 0.1
H 5.29458 23.80121 0.03701 -0.1 -0.2 0.6
H 6.24139 24.67001 1.34747 0.0 -0.1 -0.2
```
Positions in Å, forces in eV/Å.